Computed, not measured: C5H8O2S in the gas phase at a distorted geometry, with ωB97M-V/def2-TZVPD.

ORCA input file:
```
! wB97M-V def2-TZVPD RIJCOSX def2/J DEFGRID3
* xyz 0 1
S 2.80957 1.60624 -0.61896
O 0.19362 1.59367 -0.91173
O -1.64394 -1.08513 -1.44452
C -1.18840 -0.45532 -0.26077
C -0.71258 -1.30855 0.95107
C 0.29319 -0.19243 1.34848
C 1.33328 2.18116 -1.06521
C 0.20902 0.30754 -0.22120
H 1.13949 3.03525 -1.65418
H -1.37066 -1.52005 1.73425
H -1.88350 0.32160 0.12004
H 1.00793 -0.17241 -0.90767
H -0.04152 0.43408 2.18278
H -0.23340 -2.30044 0.56368
H 1.22096 -0.62788 1.79587
H -1.13306 -1.81732 -1.61193
*
```

## Properties
- ΔE to the lowest compared entry with this formula, charge and spin (kJ/mol) = 248.5
- orbital gap (eV) = 9.41
- E (eV) = -20242.353
- SMILES = O[C@H]1CC[C@@H]1OC=S
- E_HOMO (eV) = -8.8416

***

Computed, not measured: 13 unconnected molecules or ions with the total composition H26O13 at a distorted geometry, with ωB97M-V/def2-TZVPD.

ORCA input file:
```
! wB97M-V def2-TZVPD RIJCOSX def2/J DEFGRID3
* xyz 0 1
O -23.75805 -19.24028 -14.93258
O -21.98597 -19.37658 -17.64885
O -21.08579 -19.27505 -13.28261
O -17.45643 -19.40084 -10.87149
O -18.75453 -17.99165 -12.59170
O -24.64238 -20.56587 -12.28593
O -22.10758 -20.61521 -11.24301
O -20.30078 -19.30046 -9.53011
O -21.56709 -16.95593 -11.29356
O -22.64292 -21.77806 -14.75944
O -21.04273 -18.11501 -15.59340
O -20.65961 -15.79119 -13.76593
O -19.23696 -20.37788 -15.68835
H -20.27288 -17.52485 -15.62616
H -22.75905 -20.85637 -14.79079
H -21.62207 -17.42749 -15.29496
H -22.04255 -21.55592 -11.24672
H -21.58149 -20.29914 -12.01730
H -23.71069 -20.36364 -12.39962
H -21.71956 -20.26258 -17.42829
H -20.02420 -15.51705 -13.10517
H -21.15013 -16.84276 -12.11824
H -23.75628 -18.58728 -14.24743
H -20.32877 -19.37770 -10.49642
H -19.96774 -20.20947 -15.16262
H -18.13394 -18.97759 -11.44941
H -20.39598 -18.64460 -13.01307
H -20.78546 -20.05091 -9.14608
H -24.64237 -19.23309 -15.29766
H -17.77142 -20.14475 -10.34957
H -21.17991 -19.07102 -14.17394
H -21.67880 -18.95431 -16.85193
H -18.22009 -17.27862 -12.36730
H -18.47718 -18.09252 -13.46305
H -23.46187 -22.17123 -14.47445
H -21.79723 -16.08594 -10.96360
H -18.62642 -20.78163 -15.05171
H -20.81413 -15.01788 -14.28850
H -24.87757 -20.47957 -11.41007
*
```

## Properties
- ΔE to the lowest compared entry with this formula, charge and spin (kJ/mol) = 315.6
- orbital gap (eV) = 9.59
- E (eV) = -27038.676
- E_HOMO (eV) = -10.3986

***

Computed, not measured: C4H10N2O2S in the gas phase at a distorted geometry, with ωB97M-V/def2-TZVPD.

ORCA input file:
```
! wB97M-V def2-TZVPD RIJCOSX def2/J DEFGRID3
* xyz 0 1
S 1.09334 0.36059 0.60441
O 1.27858 1.75365 0.21684
O 1.84397 -0.69062 -0.63830
N -1.04658 1.76326 -0.94573
N -2.67332 0.40608 -0.07568
C -1.43284 0.73494 -0.12505
C -0.92680 -1.35323 1.13678
C 3.27684 -0.70026 -0.73988
C -0.50364 -0.21112 0.31339
H -3.39040 1.03793 -0.34097
H -0.29259 2.36298 -0.69825
H -1.78596 -2.08906 0.69532
H 3.65435 0.30612 -0.83982
H 3.70400 -1.16590 0.06873
H -1.34168 -1.10552 2.12680
H -1.85035 2.32242 -1.01063
H -2.91628 -0.45774 0.49367
H 3.48673 -1.29162 -1.61975
H -0.17737 -1.98291 1.37814
*
```

## Properties
- ΔE to the lowest compared entry with this formula, charge and spin (kJ/mol) = 163.3
- orbital gap (eV) = 8.32
- E (eV) = -22218.186
- E_HOMO (eV) = -7.7042

***

Computed, not measured: a molecular structure, C50H123AgN11O15 at a distorted geometry, with ωB97M-V/def2-TZVPD.

ORCA input file:
```
! wB97M-V def2-TZVPD RIJCOSX def2/J DEFGRID3
* xyz 0 2
Ag 22.51925 21.02368 -21.39371
O 19.56022 15.12245 -7.14749
O 14.82562 19.72233 -22.10006
O 29.87234 21.02669 -13.20993
O 24.30236 7.51393 -10.13898
O 21.77302 16.41019 -20.13164
O 16.42149 15.05851 -15.44938
O 30.14171 10.68318 -16.62321
O 17.04354 7.50061 -21.12417
O 23.66417 17.56741 -18.30407
O 27.70493 15.15106 -22.57651
O 20.54664 10.28308 -27.09389
O 24.03742 13.56641 -16.14296
O 22.20575 23.71428 -18.71102
O 22.16392 12.32744 -17.92219
O 20.61300 22.30660 -7.74881
N 18.36438 13.10860 -10.05988
N 20.55784 7.11365 -19.98357
N 20.64295 22.01809 -10.76115
N 19.87612 22.25443 -19.10101
N 29.55121 20.49758 -9.49321
N 29.16342 12.15695 -14.24753
N 29.28148 15.02329 -19.24149
N 15.77698 17.50385 -23.87740
N 20.20089 13.89452 -26.03747
N 18.55953 18.06762 -15.47886
N 22.10540 9.01365 -12.65253
C 19.79805 12.60613 -26.57269
C 29.00824 10.05914 -13.08833
C 14.29824 15.92620 -22.88444
C 28.04821 14.60588 -21.29748
C 21.75996 21.98963 -8.53007
C 23.28968 16.30087 -18.20501
C 22.51767 20.45791 -10.48147
C 16.47889 13.80784 -16.21599
C 16.26279 8.60862 -21.56743
C 30.26341 20.73559 -11.82365
C 17.43740 17.28263 -15.02135
C 29.59869 10.73539 -14.28093
C 19.15735 6.74663 -20.20030
C 20.83426 23.52812 -6.99249
C 22.80667 7.87864 -12.03899
C 14.70953 18.30195 -21.83432
C 26.88473 14.27443 -23.32109
C 19.26347 13.67787 -9.08406
C 29.13054 20.79613 -10.81315
C 18.64151 14.72277 -8.14113
C 25.00517 7.89492 -8.94364
C 20.37563 14.32960 -9.87852
C 21.09017 23.96884 -17.88571
C 22.54067 13.48444 -18.13002
C 29.29777 10.06766 -15.65949
C 13.56645 20.38646 -22.55291
C 30.49174 9.82382 -17.67470
C 19.80949 23.60796 -18.68641
C 23.26749 24.55508 -18.40371
C 28.93856 20.10033 -13.73055
C 23.95160 7.48614 -12.97978
C 21.35226 21.17859 -9.78633
C 20.86114 11.41900 -26.36683
C 14.51417 17.45605 -23.13537
C 30.51410 15.38774 -21.47054
C 19.08530 16.19702 -6.34812
C 19.54648 9.43423 -26.48471
C 28.51957 22.20413 -10.83392
C 19.52065 12.93765 -28.04288
C 16.12430 17.99111 -15.30304
C 23.82409 15.62159 -17.19270
C 22.38912 15.69829 -19.24162
C 18.24723 7.92023 -20.48438
C 22.03290 14.37092 -19.18663
C 18.69891 6.03198 -18.92231
C 18.53560 23.81379 -17.70029
C 23.30493 8.33073 -10.65664
C 17.49958 15.89763 -15.73747
C 29.13828 15.49500 -20.64321
C 23.54225 14.19045 -17.07642
H 30.70626 19.74001 -11.79531
H 23.29383 21.13411 -10.83986
H 18.65834 13.60332 -28.08063
H 18.33043 24.87784 -17.58275
H 18.43288 15.41377 -15.44949
H 29.58913 9.38091 -18.09566
H 31.09622 10.32129 -18.43314
H 25.52852 7.02228 -8.55286
H 19.41309 5.25789 -18.64154
H 25.97628 14.12805 -22.73680
H 12.61251 20.06352 -22.13602
H 27.94648 20.25889 -13.30777
H 16.26765 14.04627 -17.25840
H 18.16767 13.80067 -10.76871
H 19.64603 12.85568 -8.47929
H 31.29260 15.98014 -20.98982
H 30.99239 8.93962 -17.28018
H 20.33683 13.91071 -25.03679
H 19.23947 12.09201 -28.67051
H 20.22861 23.49464 -6.08685
H 27.54868 22.21617 -10.33860
H 28.83535 20.21366 -14.80972
H 19.25138 17.33772 -15.38562
H 28.35939 14.78339 -18.90637
H 22.42035 22.82727 -8.75446
H 15.63726 18.02113 -21.33577
H 28.25664 10.13486 -15.97514
H 28.42203 13.59836 -21.47984
H 29.14961 23.01490 -10.46817
H 22.02595 8.93475 -13.65630
H 24.57333 8.35523 -13.19476
H 29.50539 12.71909 -15.01379
H 14.27694 15.35646 -23.81344
H 30.67649 10.83455 -14.15206
H 24.03789 24.46624 -19.16967
H 19.18504 8.60834 -27.09737
H 17.67843 14.37487 -7.76759
H 24.62970 6.72693 -12.59005
H 19.34880 14.41611 -26.18567
H 20.67365 20.38670 -9.46933
H 22.85401 9.69149 -12.63734
H 19.63661 24.14673 -19.61804
H 17.71976 5.57135 -19.05335
H 30.36495 15.76562 -22.48200
H 19.74804 16.41496 -5.51064
H 13.60535 21.46220 -22.38157
H 23.77299 24.33603 -17.46319
H 28.70166 16.49195 -20.70291
H 19.16352 17.07209 -6.99327
H 20.96459 25.02395 -17.64264
H 18.94422 22.07827 -19.44831
H 26.58097 14.83002 -24.20832
H 15.08976 15.44839 -22.30711
H 27.92193 9.99300 -13.14875
H 31.04643 21.41553 -11.48800
H 18.65416 6.68823 -18.05315
H 21.15597 22.84616 -11.02801
H 29.69401 9.06725 -15.48548
H 23.76067 9.30985 -10.80399
H 30.80909 14.34486 -21.58660
H 19.85759 21.71650 -18.24638
H 22.35801 21.34544 -7.88549
H 16.07411 9.30142 -20.74735
H 29.29876 10.55119 -12.16011
H 22.23410 6.97829 -11.81617
H 15.63381 18.41591 -24.28697
H 23.01375 19.92445 -9.67066
H 19.72911 9.08811 -25.46739
H 28.34915 20.08064 -11.06925
H 27.17637 14.65736 -20.64530
H 17.44004 13.32165 -16.04886
H 18.03036 16.15190 -6.07761
H 17.60101 23.49362 -18.16087
H 21.25272 14.56785 -9.27680
H 29.32807 9.02660 -12.94809
H 25.80821 8.62692 -9.02957
H 16.17027 18.98852 -14.86584
H 21.06409 11.14453 -25.33166
H 19.09704 6.03353 -21.02246
H 18.80874 18.70675 -14.73757
H 29.71554 14.11207 -19.27853
H 21.25126 14.04610 -19.85740
H 13.38044 20.18589 -23.60802
H 16.76132 9.08463 -22.41181
H 16.50958 17.62887 -23.19346
H 15.29303 8.28247 -21.94331
H 15.97808 17.92199 -16.38097
H 20.51337 24.42277 -7.52607
H 21.84277 23.58128 -6.58237
H 24.48432 16.01813 -16.43556
H 20.04780 15.28386 -10.29086
H 18.81441 12.35428 -10.55844
H 21.19241 23.35744 -16.98914
H 23.05615 25.61818 -18.28856
H 20.30992 13.49123 -28.55151
H 20.86507 13.78382 -10.68516
H 22.54997 8.38657 -9.87240
H 24.30082 8.25024 -8.19148
H 30.56017 20.54165 -9.48099
H 15.30644 17.45593 -14.82057
H 21.86706 11.70941 -26.66995
H 18.48577 15.63422 -8.71830
H 13.61013 17.74947 -23.66897
H 15.73886 13.07869 -15.88613
H 18.86130 12.25914 -26.13656
H 13.32450 15.78623 -22.41503
H 13.88921 18.20247 -21.12350
H 18.67750 10.08998 -26.53942
H 28.18582 12.14363 -14.50093
H 17.96387 8.28979 -19.49887
H 28.24115 22.37899 -11.87316
H 19.78857 22.36496 -10.34906
H 20.54464 7.64293 -19.12346
H 17.58313 17.08947 -13.95854
H 17.62761 16.05235 -16.80881
H 18.68108 23.27267 -16.76534
H 29.27551 19.06949 -13.62123
H 20.82322 7.86332 -20.60620
H 29.38569 19.50155 -9.51812
H 22.15110 19.77604 -11.24879
H 23.51775 7.00318 -13.85535
H 27.21992 13.24900 -23.47677
H 18.71135 8.70182 -21.08589
*
```

## Properties
- ΔE to the lowest compared entry with this formula, charge and spin (kJ/mol) = 81.9
- orbital gap (alpha / beta) (eV) = 3.11 / 2.49
- E (eV) = -104929.726
- E_HOMO (alpha / beta) (eV) = -7.2560 / -6.6416

***

Computed, not measured: a gas-phase ion, C6H7FN3O (charge +1) at a distorted geometry, with ωB97M-V/def2-TZVPD.

ORCA input file:
```
! wB97M-V def2-TZVPD RIJCOSX def2/J DEFGRID3
* xyz 1 1
F 1.27315 1.46090 -1.24089
O -3.90640 -0.87526 0.38459
N -2.57973 0.93481 0.26525
N -3.04929 -0.13787 0.17652
N 0.31182 -1.80009 -0.42556
C 2.17702 -0.39822 0.05389
C 1.31997 0.88252 0.06637
C -1.23070 1.46660 0.09877
C 1.72193 -1.58732 -0.34202
C -0.16460 0.38228 0.40330
C -0.54632 -0.86538 -0.13900
H -0.23402 0.10698 1.54250
H 1.81481 1.65522 0.73048
H -1.27706 1.69090 -0.96169
H 0.04907 -2.66063 -0.90464
H 2.41291 -2.30726 -0.58352
H -1.36795 2.30763 0.84711
H 3.27538 -0.25583 0.02855
*
```

## Properties
- ΔE to the lowest compared entry with this formula, charge and spin (kJ/mol) = 492.6
- orbital gap (alpha / beta) (eV) = 7.59 / 7.58
- E (eV) = -15557.082
- E_HOMO (alpha / beta) (eV) = -13.3528 / -13.3497